Entry from OMol25: the molecule C3H4N2O3 in a non-equilibrium geometry (ωB97M-V/def2-TZVPD).

**Highest occupied orbital energy**: -0.3119 Ha
**Multiplicity**: 1
**Energy relative to the best compared isomer or geometry (same formula, charge and spin)**: 659.8 kJ/mol
**SMILES string**: [H]/N=c1/oc(O)cn1O
**Frontier orbital gap**: 8.5 eV

Each line ends with the natural charge from an NBO analysis.
Atoms and positions in Å:
H 2.13 -1.31 0.80  0.338
C -0.50 0.48 -0.77  -0.221
N 0.54 -0.42 -0.70  -0.141
N 1.11 -1.55 1.32  -0.633
C 0.33 -0.89 0.59  0.611
O 1.82 -0.18 -1.06  -0.507
H -2.56 1.78 0.04  0.491
H -0.18 1.56 -1.35  0.212
C -1.42 0.33 0.12  0.497
H 2.53 0.26 -0.20  0.418
O -1.12 -0.75 0.88  -0.449
O -2.69 0.68 0.31  -0.616



Entry from OMol25: the molecule C22H22N4O4S2 in a non-equilibrium geometry (ωB97M-V/def2-TZVPD).

**Highest occupied orbital energy**: -0.3166 Ha
**Multiplicity**: 1
**Energy relative to the best compared isomer or geometry (same formula, charge and spin)**: 0.0 kJ/mol
**SMILES string**: Cc1ccc(N2C[C@@H](C(=O)Nc3ccc(S(=O)(=O)Nc4nccs4)cc3)CC2=O)cc1C
**Frontier orbital gap**: 8.9 eV

Each line ends with the natural charge from an NBO analysis.
Atoms and positions in Å:
C -2.00 2.78 1.23  0.691
H -1.80 2.44 -0.78  0.408
H 1.55 -2.13 -1.62  0.249
C -4.07 2.34 -0.26  -0.519
H 4.01 -0.56 -1.66  0.430
N -3.11 0.25 0.08  -0.467
C -0.70 -3.17 -0.26  -0.027
O -1.52 3.14 2.28  -0.589
C -3.49 1.08 -0.92  0.673
H -4.39 0.44 1.75  0.199
H -3.87 3.24 -0.84  0.239
H 2.91 -1.49 3.61  0.241
H 1.90 -2.98 1.67  0.213
O 5.26 1.89 0.34  -0.916
H -0.16 2.10 -2.19  0.222
C -2.51 -1.98 0.82  -0.267
H 1.22 -4.12 -0.35  0.225
C -2.33 -0.92 -0.06  0.219
C -1.33 -0.98 -1.02  -0.240
C 2.77 2.08 -0.53  -0.375
H -3.28 -1.95 1.57  0.213
C 2.56 -2.14 1.55  -0.042
C 0.59 -2.11 -2.14  -0.652
H 2.27 1.68 -2.56  0.239
S 4.07 -0.13 1.92  0.410
C -0.51 -2.09 -1.13  0.022
C 3.06 -1.39 2.56  -0.457
C 0.55 2.20 -1.38  -0.258
H 3.07 2.59 1.51  0.248
C 0.16 -4.39 -0.37  -0.636
H -0.03 -4.91 -1.31  0.221
C 0.09 2.55 -0.10  0.268
H -0.04 -5.08 0.45  0.215
N 2.92 -1.77 0.30  -0.498
O -3.35 0.90 -2.11  -0.601
S 4.45 1.55 -0.78  2.323
H -5.16 2.22 -0.19  0.249
C 3.70 -0.74 0.33  0.223
H 0.55 -1.23 -2.77  0.211
H -1.20 -0.16 -1.70  0.222
N -1.29 2.65 0.07  -0.636
C 1.00 2.72 0.94  -0.265
C 2.35 2.48 0.72  -0.160
H 0.53 -3.00 -2.76  0.217
C -3.42 0.79 1.40  -0.198
C 1.89 1.96 -1.59  -0.173
O 4.90 1.85 -2.11  -0.919
H 0.65 3.02 1.91  0.262
H -2.65 0.50 2.12  0.229
C -1.70 -3.10 0.70  -0.185
H -4.03 2.84 1.89  0.246
N 4.25 -0.14 -0.77  -0.854
H -1.85 -3.93 1.38  0.208
C -3.45 2.31 1.13  -0.301



Entry from OMol25: a cluster of 6 separate species, C35H42BrIN5O3P2 in total in a non-equilibrium geometry (ωB97M-V/def2-TZVPD).

**Highest occupied orbital energy**: -0.3894 Ha
**Charge**: +1
**Multiplicity**: 1
**Frontier orbital gap**: 6.6 eV

Each line ends with the Mulliken charge.
Atoms and positions in Å:
C 0.17 -0.62 8.61  -0.622
H 0.04 3.86 -2.70  0.360
H 4.09 -1.52 -1.12  0.105
C 0.27 -1.83 7.94  -0.293
P 2.09 4.62 -2.30  0.789
C -2.91 -2.57 -2.95  -0.409
C -2.75 2.69 -6.51  -0.479
C 1.66 -0.29 -5.48  0.029
H 1.61 -1.07 -6.31  0.541
C 0.13 1.67 5.98  -0.447
C -4.62 -2.49 -4.64  -0.450
H -0.47 -3.84 7.78  0.357
H 0.99 -1.95 7.13  0.447
H -2.28 -1.42 10.82  0.366
H 2.62 -1.06 1.15  0.124
H 2.58 2.32 -4.09  0.237
Br 1.42 1.47 -6.42  -0.145
H -5.40 -1.94 -5.17  0.540
H 2.30 3.70 4.35  0.274
H 0.71 -0.55 2.64  0.442
H 4.23 -2.84 1.76  0.318
H -4.12 -0.84 -3.36  0.383
H 4.36 -2.73 -3.08  0.108
H -1.92 0.73 -6.81  0.443
H -2.09 -3.58 9.63  0.369
C -0.75 -0.47 9.64  -0.453
H -0.49 -0.12 -4.99  0.190
H -1.79 3.19 -6.58  0.347
H 3.56 -1.43 -5.15  0.369
C -0.54 -2.90 8.30  -0.349
N 2.47 2.90 -2.13  0.063
I 2.57 2.85 1.13  0.370
C 3.10 -0.44 -4.82  -0.970
C 1.05 2.08 5.03  0.300
H -2.35 -2.09 -2.16  0.467
C 0.26 3.82 7.05  -0.496
P 3.44 -1.89 -2.35  0.331
H 3.83 0.36 -5.19  0.436
H 1.30 -2.15 -2.35  0.247
C 0.43 -0.61 -4.51  -0.757
H -3.85 4.50 -6.19  0.378
C -1.56 -1.53 10.01  -0.424
C -3.90 -1.87 -3.62  -0.366
O 2.64 5.41 -1.14  -0.518
H 0.54 -0.23 -3.46  0.098
C 1.58 3.37 5.09  -0.475
H -1.87 -4.45 -2.76  0.413
C 1.24 -2.05 4.09  -0.340
H 2.02 -3.60 5.35  0.389
N 2.65 1.99 -3.13  0.205
N 2.10 -2.65 -1.94  -0.614
C 3.23 -3.32 3.60  -0.499
C 2.49 -1.61 2.07  0.262
H -1.00 2.21 7.73  0.450
C 2.67 2.18 -0.91  -0.269
C -3.36 -4.51 -4.31  -0.372
C -1.46 -2.75 9.34  -0.400
H 3.94 -4.10 3.87  0.367
C 2.92 0.70 -2.61  0.247
H -3.15 -5.54 -4.58  0.387
H 2.47 4.47 -4.47  0.298
C 2.15 -3.04 4.43  -0.463
C -3.91 3.42 -6.28  -0.427
H 1.37 1.40 4.25  0.144
C -5.14 2.78 -6.18  -0.417
H -0.29 0.66 5.93  0.483
C -4.05 0.66 -6.54  -0.361
O 2.63 5.18 -3.81  -0.436
H -0.05 4.50 7.84  0.379
C -4.35 -3.81 -4.99  -0.466
H -6.04 3.35 -6.01  0.375
H 0.40 -1.83 4.74  0.418
H -4.10 -0.42 -6.64  0.508
H 1.60 5.24 6.15  0.369
C -5.21 1.39 -6.31  -0.502
O 0.39 4.70 -2.31  -0.447
C -2.64 -3.90 -3.29  -0.503
H -6.16 0.89 -6.23  0.374
C 1.42 -1.33 2.91  -0.549
C -2.82 1.30 -6.63  -0.233
H -0.83 0.48 10.16  0.389
H -4.91 -4.28 -5.79  0.380
H 0.23 -1.73 -4.53  0.277
C -0.27 2.54 6.99  -0.458
C 3.39 -2.61 2.41  -0.419
N 3.11 -0.42 -3.33  0.069
H 0.81 0.21 8.33  0.581
C 1.18 4.24 6.10  -0.550
N 2.93 0.81 -1.17  -0.217



Entry from OMol25: a cluster of 2 separate species, CH2N2S3 in total in a non-equilibrium geometry (ωB97M-V/def2-TZVPD).

**Highest occupied orbital energy (spin up / spin down)**: -0.3111 / -0.3111 Ha
**Multiplicity**: 1
**Energy relative to the best compared isomer or geometry (same formula, charge and spin)**: 245.4 kJ/mol
**Frontier orbital gap (spin up / spin down)**: 5.7 / 5.7 eV

Each line ends with the natural charge from an NBO analysis.
Atoms and positions in Å:
S 1.89 1.19 -1.73  -0.232
N -1.90 -1.24 1.13  -0.562
H -2.02 -2.19 1.46  0.339
S 1.42 2.57 -0.48  0.400
S 1.71 2.02 1.36  -0.151
C -0.28 -0.78 -0.61  -0.012
N -1.07 -1.20 0.20  0.003
H 0.25 -0.38 -1.34  0.215



Entry from OMol25: the molecule C4H7N3 (ωB97M-V/def2-TZVPD).

**Highest occupied orbital energy**: -0.3082 Ha
**Multiplicity**: 1
**Energy relative to the best compared isomer or geometry (same formula, charge and spin)**: 394.2 kJ/mol
**Frontier orbital gap**: 9.4 eV

Each line ends with the natural charge from an NBO analysis.
Atoms and positions in Å:
H 2.07 1.91 -0.18  0.377
H 0.24 -2.37 -0.36  0.220
C 0.66 0.55 0.06  0.292
H -0.59 0.09 -1.96  0.234
N -2.04 -0.22 0.60  -0.811
H -2.34 -0.72 1.43  0.369
C -0.66 -0.27 0.33  0.056
N 1.15 1.86 0.26  -0.819
H 0.56 2.56 -0.19  0.371
N 1.57 -0.59 0.25  -0.590
C 0.35 -1.30 -0.19  -0.087
H -2.57 -0.58 -0.19  0.362
H 1.77 -0.74 1.24  0.342
C -0.10 -0.14 -1.03  -0.315



Entry from OMol25: a structure of composition C16H48CuNO19 in a non-equilibrium geometry (ωB97M-V/def2-TZVPD).

**Highest occupied orbital energy (spin up / spin down)**: -0.4136 / -0.4136 Ha
**Charge**: +1
**Multiplicity**: 2
**Frontier orbital gap (spin up / spin down)**: 9.1 / 6.8 eV
**<S²>**: 0.752

Each line ends with the Löwdin spin population.
Atoms and positions in Å:
H 14.75 6.68 13.00  0.000
H 7.94 9.52 13.61  0.000
C 8.39 13.36 9.33  0.000
C 10.15 7.91 13.81  0.000
H 17.83 9.10 16.01  0.000
C 11.88 13.19 9.18  0.000
H 10.60 14.80 8.32  0.000
H 15.71 10.64 16.59  0.000
H 16.94 9.03 18.40  0.000
H 11.61 6.44 14.24  0.000
O 14.79 8.64 6.38  0.000
H 9.76 9.11 15.30  0.000
H 14.78 8.11 11.21  0.000
O 7.29 14.31 16.24  0.000
H 10.82 15.96 10.40  0.000
H 5.17 8.87 10.57  0.001
H 15.01 10.16 8.61  0.000
H 14.22 8.56 8.96  0.000
H 9.38 13.55 9.81  0.000
H 9.66 13.06 13.65  0.000
H 15.24 8.37 15.00  0.000
H 9.37 7.17 13.87  0.000
H 10.35 8.15 12.77  0.000
H 16.78 7.63 16.26  0.000
C 7.58 15.04 15.02  0.000
H 10.82 6.82 16.38  0.000
H 4.70 10.08 11.79  0.000
H 16.96 8.88 13.15  0.000
C 6.55 8.90 12.33  0.000
O 8.42 11.92 9.11  0.005
O 16.03 10.60 17.46  0.000
C 11.42 14.67 9.01  0.000
C 16.29 9.20 17.55  0.000
H 13.43 10.19 6.63  0.000
C 14.12 9.54 8.51  0.000
H 6.36 14.40 16.38  0.000
H 7.15 14.92 10.22  0.001
O 9.52 9.52 11.51  0.038
H 12.90 8.70 7.07  0.000
O 16.91 7.35 11.75  0.000
C 7.27 13.84 10.19  0.001
H 8.22 13.85 8.41  0.000
C 8.96 14.68 14.55  0.000
H 6.56 10.39 9.72  0.001
H 11.81 12.96 10.30  0.000
C 16.57 8.64 12.15  0.000
O 9.98 11.69 11.80  0.091
H 5.96 8.35 13.09  0.000
H 15.29 8.73 17.84  0.000
O 7.32 13.22 11.52  0.038
H 7.24 8.27 11.64  0.000
H 6.37 13.33 9.88  0.000
N 10.37 10.41 11.74  -0.002
C 13.77 9.31 7.09  0.000
H 12.39 7.99 14.41  0.000
O 9.62 9.16 14.34  0.000
H 15.12 9.25 5.64  0.000
H 7.68 13.75 12.20  0.001
O 8.83 13.56 13.67  -0.001
O 14.63 7.64 13.27  0.000
O 11.52 10.16 11.86  0.010
C 11.42 7.48 14.54  0.000
H 9.66 14.51 15.35  0.000
H 11.61 11.44 8.53  0.000
O 6.35 10.62 10.62  0.029
H 6.89 14.63 14.28  0.000
H 7.46 16.10 15.24  0.000
C 16.80 8.70 16.23  0.000
O 7.30 9.92 13.02  0.005
H 14.57 9.47 12.35  0.000
H 12.20 15.38 8.76  0.000
O 11.24 7.60 15.94  0.000
H 16.87 9.35 11.41  0.000
C 15.02 8.50 12.19  0.000
H 13.08 10.12 10.09  0.000
O 10.79 15.01 10.27  0.000
H 17.78 7.16 12.15  0.000
C 5.54 9.54 11.30  0.003
H 12.95 13.06 8.97  0.000
H 9.43 15.50 13.97  0.000
O 13.09 10.32 9.16  0.000
O 15.85 9.11 15.23  0.000
O 11.06 12.26 8.44  0.000
H 9.23 11.96 8.60  0.000
Cu 8.12 11.38 11.38  0.782



Entry from OMol25: the molecule C8H12F2N4 in a non-equilibrium geometry (ωB97M-V/def2-TZVPD).

**Highest occupied orbital energy**: -0.3087 Ha
**Multiplicity**: 1
**Energy relative to the best compared isomer or geometry (same formula, charge and spin)**: 0.0 kJ/mol
**SMILES string**: Cc1ccnc(N)c1[C@@H](NN)C(F)F
**Frontier orbital gap**: 9.1 eV

Each line ends with the natural charge from an NBO analysis.
Atoms and positions in Å:
H 2.54 1.32 -0.98  0.369
N -2.04 1.02 1.47  -0.486
H 1.87 0.47 1.81  0.136
C -1.08 -1.04 -0.18  0.086
C -2.48 -1.02 0.16  -0.330
H -3.00 -1.94 -0.10  0.226
N 0.74 1.76 -1.85  -0.638
H 0.05 -2.88 -0.48  0.230
C 2.13 -0.31 0.95  0.560
N 1.59 1.36 -0.68  -0.486
C -0.76 0.96 1.07  0.396
C -2.83 0.01 1.02  0.070
H 0.07 -1.84 -1.77  0.207
C -0.26 -0.07 0.29  -0.165
F 3.44 -0.21 0.79  -0.337
H 0.83 2.22 0.79  0.426
H 1.04 1.04 -2.60  0.328
H -0.18 1.59 -1.56  0.356
C -0.54 -2.21 -0.99  -0.640
H -3.84 -0.02 1.33  0.187
C 1.29 0.04 -0.22  -0.144
F 1.87 -1.55 1.27  -0.330
N 0.01 2.00 1.41  -0.826
H -1.28 -2.80 -1.52  0.219
H -0.61 2.76 1.66  0.398
H 1.41 -0.63 -1.07  0.190



In order of appearance, E_tot = -451.72845; -2167.95938; -5412.52019; -1343.22146; -320.73317; -3762.70991; -730.74447 hartree.